Entry from OMol25: an isolated molecule of CH2O2S3 at a distorted geometry (ωB97M-V/def2-TZVPD).

frontier orbital gap: 8.02 eV
2S+1: 1
HOMO level: -8.92 eV
SMILES: OSC(=S)SO

Geometry (Å):
O  -0.7291  -0.0515  2.6236
S  -0.8327  0.9831  1.4048
C  -0.0953  -0.1248  0.0737
S  0.6893  -1.5435  0.3674
S  -0.5510  0.4551  -1.4234
O  0.7346  0.3648  -2.4686
H  0.2325  -0.2275  2.8774
H  0.5516  0.1443  -3.4549

Atom charges from the Mulliken analysis, given in e for atoms 1 to 5:
1 O -0.45
2 S 0.17
3 C 0.13
4 S -0.24
5 S 0.13

Entry from OMol25: a cluster of 2 separate species, CH2O2S3 in total at a distorted geometry (ωB97M-V/def2-TZVPD).

frontier orbital gap (alpha / beta): 7.11 / 5.09 eV
2S+1: 3
HOMO level (alpha / beta): -8.20 / -9.42 eV

Geometry (Å):
C  4.0937  -0.8169  0.2600
O  3.7889  0.9949  -1.5333
O  2.2063  0.8933  0.3146
S  3.4227  -2.0783  -0.2630
S  -0.4356  -0.8893  -0.4506
S  3.5706  1.1769  -0.1155
H  0.6457  -0.1892  -0.0917
H  -1.1856  0.2038  -0.3993

Atom charges from the Mulliken analysis, given in e for atoms 1 to 5:
1 C 0.14
2 O -0.37
3 O -0.41
4 S -0.08
5 S -0.28

Entry from OMol25: the ion CH2O3P2 with charge -2 at a distorted geometry (ωB97M-V/def2-TZVPD).

frontier orbital gap: 6.14 eV
2S+1: 1
HOMO level: 1.28 eV
SMILES: C=P([O-])=P(=O)[O-]
charge: -2

Geometry (Å):
C  0.3336  0.4058  1.5448
P  -0.8895  0.2862  0.3730
O  -2.0524  -0.4414  1.0004
P  0.3857  -0.7668  -1.7186
O  1.4796  0.0954  -2.2915
O  -0.6780  -1.0150  -2.8001
H  1.1827  1.0876  1.2761
H  0.2383  0.3482  2.6159

Atom charges from the Mulliken analysis, given in e for atoms 1 to 5:
1 C -0.77
2 P 0.01
3 O -0.67
4 P 0.07
5 O -0.54

Entry from OMol25: an isolated molecule of CH2O3P2 at a distorted geometry (ωB97M-V/def2-TZVPD).

frontier orbital gap: 8.34 eV
2S+1: 1
HOMO level: -9.48 eV

Geometry (Å):
C  1.5154  1.3506  0.5559
O  2.5169  0.9069  0.7695
O  -1.1173  1.4867  -0.7298
O  0.3893  -0.6358  -0.5928
P  0.2071  1.0164  -1.0418
P  -0.4704  -1.4686  0.5079
H  -1.6624  -2.1884  -0.3625
H  -1.3787  -0.4677  0.8936

Atom charges from the Mulliken analysis, given in e for atoms 1 to 5:
1 C 0.33
2 O -0.11
3 O -0.46
4 O -0.26
5 P 0.40

Entry from OMol25: a cluster of 2 separate species, CH2O3PS in total at a distorted geometry (ωB97M-V/def2-TZVPD).

frontier orbital gap (alpha / beta): 5.65 / 5.63 eV
2S+1: 1
HOMO level (alpha / beta): -3.56 / -3.55 eV
charge: -1

Geometry (Å):
C  1.1705  0.8098  -0.3190
O  1.5670  0.8530  1.0856
O  1.3917  1.7375  -1.0468
O  0.7596  -1.7810  0.2952
P  0.4712  -0.8370  -0.8361
S  -2.9456  -0.1138  0.1652
H  1.3883  -0.0026  1.4735
H  -3.8028  -0.6658  -0.8176

Atom charges from the Mulliken analysis, given in e for atoms 1 to 5:
1 C 0.59
2 O -0.49
3 O -0.48
4 O -0.50
5 P 0.29

Entry from OMol25: the ion CH2O3PS with charge -1 at a distorted geometry (ωB97M-V/def2-TZVPD).

frontier orbital gap: 7.38 eV
2S+1: 1
HOMO level: -3.91 eV
SMILES: O=C([O-])P(O)S
charge: -1

Geometry (Å):
O  -1.0581  0.1960  1.5810
C  -0.7398  -0.7780  0.9036
O  -0.6773  -1.9712  1.0848
P  -0.2440  -0.1276  -0.9450
O  -0.5510  1.4287  -0.6015
S  1.8647  -0.2632  -0.5732
H  -0.7988  1.4223  0.3621
H  2.2044  0.0929  -1.8116

Atom charges from the Mulliken analysis, given in e for atoms 1 to 5:
1 O -0.70
2 C 0.51
3 O -0.62
4 P 0.06
5 O -0.45

Entry from OMol25: the ion CH2O3PS with charge -1 at a distorted geometry (ωB97M-V/def2-TZVPD).

frontier orbital gap: 6.91 eV
2S+1: 1
HOMO level: -3.44 eV
SMILES: O=C([O-])P(O)S
charge: -1

Geometry (Å):
O  1.3277  -1.2539  -0.3312
C  0.4783  -0.6611  -0.9874
O  0.3519  -0.4338  -2.1669
P  -0.9783  -0.0585  0.2734
O  -0.2717  -0.8207  1.4572
S  -0.5551  1.8563  0.9888
H  0.6958  -1.1691  0.8389
H  -1.0487  2.5408  -0.0728

Atom charges from the Mulliken analysis, given in e for atoms 1 to 5:
1 O -0.57
2 C 0.50
3 O -0.64
4 P 0.05
5 O -0.59

Entry from OMol25: a cluster of 2 separate species, CH2O3S in total at a distorted geometry (ωB97M-V/def2-TZVPD).

frontier orbital gap: 9.34 eV
2S+1: 1
HOMO level: -10.49 eV

Geometry (Å):
C  0.4841  0.4261  1.4434
O  -0.2224  0.2209  -2.8674
O  -0.6788  -1.4926  -1.1864
O  -0.6633  0.5039  1.8205
S  -1.0332  -0.2558  -1.7990
H  1.3718  0.5058  2.2098
H  0.7418  0.0917  0.3791

Atom charges from the Mulliken analysis, given in e for atoms 1 to 5:
1 C 0.06
2 O -0.37
3 O -0.35
4 O -0.36
5 S 0.72

Entry from OMol25: a cluster of 2 separate species, CH2O3S in total (ωB97M-V/def2-TZVPD).

frontier orbital gap: 9.66 eV
2S+1: 1
HOMO level: -10.53 eV

Geometry (Å):
C  -0.0408  0.1005  0.1854
O  -0.4587  5.9711  0.5238
O  -1.3346  4.5905  -1.2860
O  -0.2866  1.2012  0.5736
S  -1.2036  4.8078  0.1256
H  -0.5805  -0.7917  0.5423
H  0.7528  -0.1089  -0.5499

Atom charges from the Mulliken analysis, given in e for atoms 1 to 5:
1 C -0.06
2 O -0.39
3 O -0.37
4 O -0.36
5 S 0.75

Entry from OMol25: an isolated molecule of CH2O3S at a distorted geometry (ωB97M-V/def2-TZVPD).

frontier orbital gap (alpha / beta): 7.48 / 9.83 eV
2S+1: 3
HOMO level (alpha / beta): -6.90 / -11.70 eV

Geometry (Å):
C  -0.4913  0.1676  0.0368
O  0.7729  -0.1947  -0.4441
O  -3.4396  0.6622  0.2424
O  -1.2405  -0.8186  0.5763
S  -2.5679  -0.2871  -0.4140
H  -0.5328  1.2247  0.4416
H  0.8312  -0.8892  -1.0630

Atom charges from the Mulliken analysis, given in e for atoms 1 to 5:
1 C -0.03
2 O -0.46
3 O -0.36
4 O -0.28
5 S 0.45

Entry from OMol25: a structure of composition CH2O3S2 at a distorted geometry (ωB97M-V/def2-TZVPD).

frontier orbital gap (alpha / beta): 7.35 / 6.13 eV
2S+1: 3
HOMO level (alpha / beta): -6.92 / -9.55 eV

Geometry (Å):
C  0.1465  -0.2254  -0.0676
O  1.4706  -0.1930  0.3907
O  0.4169  1.7687  1.5883
O  0.2871  -0.2640  -1.9707
S  -1.1525  -1.2390  0.5296
S  0.8287  1.3096  0.3222
H  -0.3842  -0.8690  -2.3228
H  -1.6131  -0.2879  1.5303

Atom charges from the Mulliken analysis, given in e for atoms 1 to 5:
1 C 0.37
2 O -0.31
3 O -0.48
4 O -0.30
5 S -0.23

Entry from OMol25: an isolated molecule of CH2O4 at a distorted geometry (ωB97M-V/def2-TZVPD).

frontier orbital gap: 11.27 eV
2S+1: 1
HOMO level: -10.74 eV
SMILES: OC1(O)OO1

Geometry (Å):
O  -0.5803  -1.4101  -0.0560
C  -0.9297  -0.1274  0.0176
O  0.1850  0.6456  -0.0150
O  -2.0020  0.2222  0.7362
O  -1.9378  0.2400  -0.7097
H  0.0122  -1.7061  0.6780
H  0.1444  1.6376  -0.2266

Atom charges from the Mulliken analysis, given in e for atoms 1 to 5:
1 O -0.48
2 C 0.92
3 O -0.52
4 O -0.29
5 O -0.31

Energy above the lowest of the compared OMol25 structures with the same formula, charge and spin values, unit kJ/mol, following the record order: 137.12; 212.49; 79.72; 175.96; 196.18; 0.00; 57.78; 24.71; 8.87; 303.92; 331.87; 136.74.
E values, unit a.u., following the record order: -1384.26561; -1384.13690; -947.73167; -947.71041; -1004.61375; -1004.68847; -1004.66647; -663.16346; -663.16950; -663.05129; -1061.12084; -340.14146.